Density functional theory data (the ωB97M-V functional and the def2-TZVPD basis) for a 2-piece molecular cluster, C13H34N3O5P2 overall.

The geometry in XYZ format:
```
57
C13H34N3O5P2 the ωB97M-V functional and the def2-TZVPD basis
C 0.817 0.553 2.844
C 1.437 0.609 1.429
P 2.982 -0.414 1.361
C 2.328 -2.115 1.714
P 3.744 -0.499 -0.796
C 1.996 -0.565 -1.675
C 1.280 -1.838 -1.499
N 0.214 -1.977 -0.814
C 5.555 -0.422 -0.122
O 6.528 -1.137 -0.874
C 6.672 -2.482 -0.496
O 4.512 -0.434 -2.517
N 4.595 -1.567 -3.157
O 5.008 -1.455 -4.286
H -0.080 -0.066 2.860
H 0.548 1.548 3.210
H 1.543 0.129 3.544
H 1.758 1.631 1.208
H 0.699 0.310 0.682
H 2.687 -2.471 2.682
H 2.684 -2.810 0.946
H 1.237 -2.143 1.693
H 3.812 -1.947 -0.809
H 3.683 0.951 -0.865
H 2.209 -0.471 -2.744
H 1.383 0.293 -1.388
H 1.734 -2.703 -2.000
H -0.083 -2.952 -0.820
H 5.854 0.633 -0.121
H 5.582 -0.762 0.922
H 7.492 -2.597 0.231
H 5.757 -2.884 -0.052
H 6.898 -3.070 -1.389
C -6.126 0.076 -1.812
O -5.400 1.282 -1.896
C -5.915 2.345 -1.110
C -4.981 2.692 0.028
N -4.946 1.630 1.021
C -3.948 1.811 2.070
C -2.477 1.794 1.669
O -2.021 0.541 1.220
C -2.208 0.269 -0.161
H -5.698 -0.607 -2.542
H -6.058 -0.383 -0.820
H -7.185 0.231 -2.050
H -6.906 2.087 -0.720
H -6.022 3.217 -1.762
H -5.343 3.607 0.508
H -3.995 2.912 -0.404
H -4.768 0.750 0.553
H -4.095 1.017 2.806
H -4.158 2.759 2.578
H -1.894 2.023 2.567
H -2.242 2.572 0.931
H -2.181 1.191 -0.751
H -3.160 -0.242 -0.348
H -1.393 -0.382 -0.473
```

F_max in eV/Å: 0.6
HOMO energy in hartree: -0.148
Total energy in eV: -47312.52994
Total charge: -1

---

Density functional theory data (the ωB97M-V functional and the def2-TZVPD basis) for one molecule with the formula C4H8N2O.

The geometry in XYZ format:
```
15
C4H8N2O the ωB97M-V functional and the def2-TZVPD basis
H -0.299 -1.254 1.648
N -0.844 -0.732 0.961
C -0.096 0.001 0.222
N 1.257 0.123 0.209
C 2.131 -0.796 0.894
C -0.764 0.868 -0.837
C -2.237 0.679 -1.049
O -0.087 1.645 -1.481
H 1.621 0.761 -0.484
H 3.124 -0.746 0.443
H 1.761 -1.825 0.791
H 2.227 -0.569 1.963
H -2.785 0.877 -0.124
H -2.574 1.337 -1.852
H -2.435 -0.367 -1.305
```

Energy relative to the best compared isomer or geometry (same formula, charge and spin) in kcal/mol: 24.4
F_max in eV/Å: 0.5
HOMO energy in hartree: -0.341
Total energy in eV: -9305.33471

---

Density functional theory data (the ωB97M-V functional and the def2-TZVPD basis) for a 2-piece molecular cluster, CH6N2 overall in a non-equilibrium geometry.

The geometry in XYZ format:
```
9
CH6N2 the ωB97M-V functional and the def2-TZVPD basis
C -0.914 -0.679 -0.179
N 1.305 0.318 -0.159
N 0.239 -0.053 0.476
H -1.905 -0.562 0.305
H -1.160 -0.595 -1.279
H -0.689 -1.742 -0.020
H 2.100 0.518 0.463
H 1.409 0.820 -0.979
H -0.385 1.974 1.373
```

Energy relative to the best compared isomer or geometry (same formula, charge and spin) in kcal/mol: 122.4
F_max in eV/Å: 3.0
HOMO energy (spin up / spin down) in hartree: -0.271 / -0.340
Total energy in eV: -4109.02412

---

Density functional theory data (the ωB97M-V functional and the def2-TZVPD basis) for one molecule with the formula C5H8N2 in a non-equilibrium geometry.

The geometry in XYZ format:
```
15
C5H8N2 the ωB97M-V functional and the def2-TZVPD basis
C -0.518 2.046 -0.046
C 0.048 0.859 0.005
C 1.518 0.525 0.053
N 1.529 -0.910 -0.170
N 0.280 -1.423 0.013
C -0.608 -0.508 0.025
C -2.107 -0.721 0.018
H 0.097 2.946 0.044
H -1.584 2.171 -0.043
H 2.136 1.086 -0.676
H 1.928 0.659 1.092
H 2.213 -1.394 0.354
H -2.594 -0.282 0.905
H -2.583 -0.273 -0.863
H -2.277 -1.801 -0.038
```

Energy relative to the best compared isomer or geometry (same formula, charge and spin) in kcal/mol: 37.4
F_max in eV/Å: 1.7
HOMO energy in hartree: -0.297
Total energy in eV: -8293.37265

---

Density functional theory data (the ωB97M-V functional and the def2-TZVPD basis) for a 2-piece molecular cluster, C4H6S overall in a non-equilibrium geometry.

The geometry in XYZ format:
```
11
C4H6S the ωB97M-V functional and the def2-TZVPD basis
C 0.504 1.295 0.229
C 1.592 0.679 -0.206
S 2.040 -0.985 -0.033
H -0.394 0.752 0.414
H 0.485 2.438 0.358
H 2.522 1.380 -0.335
H 0.832 -1.497 0.238
C -1.582 -0.790 -0.609
C -2.196 -1.240 0.288
H -0.894 -0.744 -1.390
H -2.909 -1.289 1.046
```

Energy relative to the best compared isomer or geometry (same formula, charge and spin) in kcal/mol: 71.6
F_max in eV/Å: 3.5
HOMO energy in hartree: -0.316
Total energy in eV: -15076.68729

---

Density functional theory data (the ωB97M-V functional and the def2-TZVPD basis) for a 8-piece molecular cluster, C8H32N16O8 overall in a non-equilibrium geometry.

The geometry in XYZ format:
```
64
C8H32N16O8 the ωB97M-V functional and the def2-TZVPD basis
N 0.625 -0.532 -0.213
C 0.225 0.714 -0.199
N -1.067 0.701 0.027
O 0.881 1.648 -0.481
H -0.130 -1.181 -0.046
H 1.544 -0.921 -0.374
H -1.584 1.466 -0.382
H -1.525 -0.186 -0.128
N -7.740 0.350 3.771
C -6.872 -0.578 3.660
N -5.694 -0.166 3.379
O -7.258 -1.746 3.681
H -7.410 1.304 3.740
H -8.713 0.076 3.769
H -5.711 0.779 3.023
H -5.141 -0.875 2.919
N 2.124 5.681 4.437
C 1.410 5.191 3.436
N 2.070 4.364 2.744
O 0.235 5.534 3.140
H 1.845 6.418 5.067
H 3.129 5.581 4.445
H 3.012 4.126 3.021
H 1.624 3.982 1.923
N 0.832 -5.632 2.243
C 0.042 -4.942 1.486
N -0.731 -4.330 2.307
O -0.106 -4.936 0.279
H 1.132 -5.215 3.113
H 1.560 -6.134 1.755
H -0.710 -4.488 3.305
H -1.532 -3.933 1.838
N 0.434 6.423 -0.942
C -0.516 7.077 -1.608
N -1.606 6.476 -1.363
O -0.424 8.000 -2.396
H 1.399 6.721 -0.974
H 0.371 5.532 -0.472
H -1.683 5.922 -0.523
H -2.431 6.819 -1.833
N 5.553 -5.350 -2.425
C 4.693 -4.487 -2.000
N 3.554 -4.581 -2.638
O 4.855 -3.550 -1.185
H 6.539 -5.239 -2.235
H 5.203 -6.155 -2.923
H 3.357 -5.424 -3.159
H 2.991 -3.757 -2.799
N -5.242 -1.777 -1.872
C -4.329 -2.488 -1.313
N -3.919 -3.436 -2.032
O -3.947 -2.316 -0.228
H -5.777 -1.094 -1.355
H -5.736 -2.217 -2.635
H -3.198 -3.978 -1.576
H -4.065 -3.628 -3.013
N 4.889 0.845 -2.518
C 5.040 0.563 -3.757
N 6.218 -0.058 -3.907
O 4.271 0.902 -4.685
H 5.653 0.501 -1.954
H 4.130 1.486 -2.336
H 6.883 0.058 -3.156
H 6.473 0.089 -4.874
```

Energy relative to the best compared isomer or geometry (same formula, charge and spin) in kcal/mol: 177.3
F_max in eV/Å: 8.0
HOMO energy in hartree: -0.344
Total energy in eV: -49038.88729

---

Density functional theory data (the ωB97M-V functional and the def2-TZVPD basis) for C17H26BaN2O as an isolated structure in a non-equilibrium geometry.

The geometry in XYZ format:
```
47
C17H26BaN2O the ωB97M-V functional and the def2-TZVPD basis
C -2.612 1.071 3.001
C -1.879 -1.391 3.100
H -2.723 2.155 2.871
H -3.551 0.680 3.407
H -2.393 0.664 2.015
H -2.545 -1.352 2.229
H -1.707 -2.451 3.362
H -2.309 -0.893 3.990
C 1.266 2.991 -2.650
C 1.129 3.699 -3.844
C 0.992 2.987 -5.040
C 0.991 1.593 -5.012
H 1.365 3.493 -1.680
H 1.135 4.785 -3.823
H 0.883 3.502 -5.991
H 0.889 0.998 -5.919
N 1.299 1.636 -2.623
C 1.143 0.926 -3.783
C 1.081 -0.558 -3.663
N 1.414 -1.100 -2.448
C 1.257 -2.432 -2.247
C 0.496 -2.747 -4.507
C 0.824 -3.290 -3.262
H 1.492 -2.795 -1.240
H 0.753 -4.359 -3.066
C 0.613 -1.372 -4.710
H 0.334 -0.895 -5.653
H 0.147 -3.378 -5.322
Ba 1.291 0.396 -0.331
C -1.374 0.056 -0.756
H -1.431 -1.025 -0.972
H -1.430 0.611 -1.711
H -2.207 0.340 -0.100
C 0.724 -1.486 4.612
C 0.176 -0.339 3.751
C -0.711 0.568 4.590
C 1.316 0.472 3.114
O -0.591 -0.893 2.653
H 1.386 -1.088 5.393
H 1.307 -2.194 4.006
H -0.086 -2.043 5.107
H -0.168 1.437 4.967
H -1.684 0.955 3.846
H -1.149 0.013 5.427
H 1.988 -0.182 2.528
H 0.924 1.301 2.491
H 1.935 0.936 3.892
```

Energy relative to the best compared isomer or geometry (same formula, charge and spin) in kcal/mol: 0.0
F_max in eV/Å: 3.1
HOMO energy (spin up / spin down) in hartree: -0.229 / -0.157
Total energy in eV: -23766.33366

---

Density functional theory data (the ωB97M-V functional and the def2-TZVPD basis) for C40H52Br2FI3N10O4S as an isolated structure.

The geometry in XYZ format:
```
113
C40H52Br2FI3N10O4S the ωB97M-V functional and the def2-TZVPD basis
C 3.564 0.029 -1.197
C 3.378 0.024 0.115
C 3.156 -1.171 1.037
C 4.232 -2.302 1.058
C 5.513 -2.146 0.235
S 5.292 -2.938 -1.391
C 6.342 -1.991 -2.395
N 6.943 -2.364 -3.474
N 7.620 -1.240 -3.941
C 7.381 -0.303 -3.104
O 6.575 -0.691 -2.088
O 1.881 -1.789 0.808
C 1.639 -2.369 -0.417
F 1.407 -3.714 -0.211
C 0.340 -1.699 -1.002
O 0.244 -0.396 -0.592
I 0.654 -1.564 -3.171
O -0.711 -2.519 -0.682
C -2.024 -2.053 -0.412
Br -2.712 -0.779 -1.742
C -2.119 -1.497 1.042
C -2.890 -0.224 1.253
C -4.276 -0.252 1.287
C -4.997 0.916 1.439
C -4.333 2.124 1.603
C -2.946 2.170 1.618
C -2.230 3.475 1.843
C -2.242 0.992 1.434
C -2.887 -3.320 -0.499
C -2.744 -4.146 -1.775
C -2.808 -5.641 -1.442
Br -4.200 -3.797 -3.041
C 3.042 -0.569 2.471
I 1.182 -0.786 3.419
C 4.045 0.070 3.069
C 5.420 0.242 2.470
I 3.910 0.907 4.982
H 3.619 -0.854 -1.817
H 3.659 0.974 -1.719
H 3.324 0.989 0.607
H 4.535 -2.438 2.096
H 3.775 -3.253 0.778
H 5.862 -1.125 0.138
H 6.305 -2.712 0.726
H 7.734 0.713 -3.107
H 2.469 -2.333 -1.119
H 0.160 -0.369 0.373
H -2.616 -2.263 1.640
H -1.114 -1.414 1.454
H -4.806 -1.189 1.157
H -6.078 0.912 1.443
H -4.911 3.028 1.746
H -2.290 3.737 2.902
H -2.707 4.283 1.290
H -1.171 3.400 1.606
H -1.157 1.019 1.441
H -3.922 -2.985 -0.415
H -2.640 -3.938 0.364
H -1.801 -3.947 -2.275
H -1.850 -5.965 -1.035
H -3.559 -5.790 -0.667
H -3.108 -6.214 -2.314
H 5.966 -0.703 2.464
H 5.387 0.666 1.468
H 6.009 0.919 3.082
C -7.095 5.157 0.203
C -7.410 3.853 0.754
N -7.675 2.801 1.129
H -7.992 5.675 -0.128
H -6.605 5.786 0.941
H -6.424 5.052 -0.644
C 9.770 -3.565 -1.645
C 10.541 -3.447 -0.417
N 11.139 -3.352 0.557
H 10.361 -3.259 -2.506
H 9.445 -4.592 -1.803
H 8.884 -2.935 -1.604
C -1.252 1.598 -4.701
C -2.513 1.979 -4.087
N -3.512 2.300 -3.622
H -1.099 0.520 -4.640
H -1.239 1.891 -5.750
H -0.417 2.084 -4.200
C -4.343 5.256 -3.667
C -4.639 6.056 -2.487
N -4.873 6.687 -1.557
H -3.624 5.770 -4.302
H -3.932 4.289 -3.378
H -5.251 5.079 -4.241
C -3.741 -8.459 2.129
C -3.279 -7.096 1.918
N -2.915 -6.022 1.752
H -4.233 -8.835 1.234
H -2.902 -9.112 2.363
H -4.449 -8.495 2.955
C -0.048 2.884 6.467
C 0.125 2.876 5.023
N 0.262 2.854 3.885
H -0.969 3.396 6.737
H -0.094 1.865 6.848
H 0.786 3.395 6.946
C -8.697 5.179 4.506
C -8.582 6.063 3.358
N -8.499 6.739 2.434
H -8.564 5.737 5.432
H -9.677 4.706 4.522
H -7.940 4.398 4.456
C 6.857 2.447 -5.478
C 5.506 2.816 -5.087
N 4.445 3.109 -4.766
H 7.041 1.394 -5.272
H 7.019 2.609 -6.542
H 7.593 3.039 -4.936
```

F_max in eV/Å: 0.8
HOMO energy in hartree: -0.307
Total energy in eV: -243348.95845

---

What is the total energy in the eighth record?
-243348.95845 eV